## one
2 unconnected molecules or ions with the total composition C4H12N2O2. Source: the Open Molecules 2025 dataset; level of theory: the ωB97M-V functional and the def2-TZVPD basis.

The geometry in ORCA input format:
```
! RIJCOSX wB97M-V def2-TZVPD def2/J DEFGRID3
* xyz 0 1
C -0.841 -1.029 0.637
C 0.001 -1.504 1.758
C -0.843 -1.691 -0.681
O -0.770 1.048 0.356
H -0.474 1.435 1.194
H -1.826 -0.700 0.946
H -0.562 -2.313 2.251
H 0.971 -1.868 1.432
H 0.089 -2.214 -0.879
H -1.681 -2.403 -0.706
H 0.140 -0.724 2.507
H -0.990 -0.940 -1.465
C 0.633 1.097 -0.471
N 0.073 1.165 -1.816
N 1.255 2.321 0.029
O 1.298 0.029 -0.214
H -0.543 1.964 -1.933
H 0.803 0.994 -2.497
H 2.258 2.189 0.055
H 1.010 3.146 -0.504
*
```

Computed properties:
M in g/mol: 120.2
Orbital gap in eV: 8.594
Highest occupied orbital energy in eV: -8.48


## two
2 unconnected molecules or ions with the total composition C4H12N2O2. Source: the Open Molecules 2025 dataset; level of theory: the ωB97M-V functional and the def2-TZVPD basis.

The geometry in ORCA input format:
```
! RIJCOSX wB97M-V def2-TZVPD def2/J DEFGRID3
* xyz 0 1
N 1.706 1.620 -0.996
N 0.717 0.674 -1.333
C -0.636 1.096 -1.524
O -0.931 2.291 -1.443
H 2.181 1.918 -1.851
H 1.194 2.455 -0.689
H 0.908 -0.311 -1.497
H -1.188 0.411 -2.194
C 0.900 -2.156 0.699
C 0.437 -0.771 1.048
O -0.933 -0.371 0.195
C -1.949 0.233 0.982
H 0.057 -2.850 0.667
H 1.587 -2.519 1.472
H 1.431 -2.184 -0.255
H 0.026 -0.749 2.058
H 1.228 -0.025 1.043
H -2.762 -0.467 1.194
H -1.568 0.608 1.938
H -2.405 1.095 0.487
*
```

Computed properties:
M in g/mol: 120.2
Orbital gap in eV: 9.385
Highest occupied orbital energy in eV: -8.43


## three
2 unconnected molecules or ions with the total composition C4H12N2O2. Source: the Open Molecules 2025 dataset; level of theory: the ωB97M-V functional and the def2-TZVPD basis.

The geometry in ORCA input format:
```
! RIJCOSX wB97M-V def2-TZVPD def2/J DEFGRID3
* xyz 0 1
N 0.837 -0.607 1.878
C 0.871 0.458 0.908
C 1.035 -0.073 -0.598
N 2.353 -0.613 -0.729
O 0.154 -1.100 -0.886
O 0.805 1.045 -1.429
H 1.686 -1.157 1.790
H 0.064 -1.230 1.678
H -0.023 1.080 0.997
H 1.737 1.100 1.090
H 2.430 -1.194 -1.556
H 3.046 0.123 -0.751
H -0.769 -0.817 -0.652
H 0.752 0.768 -2.352
C -2.321 0.943 0.385
C -2.634 -0.216 -0.180
H -2.277 1.058 1.455
H -2.033 1.802 -0.201
H -2.743 -0.310 -1.252
H -2.969 -1.060 0.404
*
```

Computed properties:
M in g/mol: 120.2
Orbital gap in eV: 9.882
Highest occupied orbital energy in eV: -9.06


## four
2 unconnected molecules or ions with the total composition C4H12N2O2. Source: the Open Molecules 2025 dataset; level of theory: the ωB97M-V functional and the def2-TZVPD basis.

The geometry in ORCA input format:
```
! RIJCOSX wB97M-V def2-TZVPD def2/J DEFGRID3
* xyz 0 1
C 1.200 -1.866 -1.154
N 0.021 -1.211 -1.585
C -0.966 -1.444 -0.385
C -0.534 -0.781 0.981
N 0.007 0.626 0.745
C -0.187 1.640 1.692
O -1.032 1.527 2.573
H 2.138 -1.557 -1.670
H 1.705 -1.636 -0.237
H 1.060 -2.974 -1.206
H -0.402 -1.764 -2.395
H -2.018 -1.192 -0.509
H -1.124 -2.493 -0.119
H 0.237 -1.230 1.488
H -1.486 -0.746 1.689
H 0.374 0.906 -0.149
H 0.356 2.556 1.609
O 0.954 1.775 -1.951
H 0.639 0.883 -1.955
H 1.873 1.631 -2.440
*
```

Computed properties:
M in g/mol: 120.2
Orbital gap in eV: 9.952
Highest occupied orbital energy in eV: -9.35


Which one is most stable, and which one is least stable? three is the most stable of them, while two is the least stable.


## one
2 unconnected molecules or ions with the total composition C4H11N3O2. Source: the Open Molecules 2025 dataset; level of theory: the ωB97M-V functional and the def2-TZVPD basis.

The geometry in ORCA input format:
```
! RIJCOSX wB97M-V def2-TZVPD def2/J DEFGRID3
* xyz 0 1
H -0.074 -1.952 -0.424
N 0.118 -0.967 -0.481
C 0.759 -0.518 -1.493
N 1.322 -1.363 -2.434
N 0.857 0.816 -1.973
C 0.481 1.832 -1.026
H 1.259 -1.023 -3.382
H 1.051 -2.327 -2.315
H 1.764 0.887 -2.419
H 0.600 2.774 -1.564
H 1.193 1.994 -0.172
H -0.536 1.683 -0.673
C -0.717 -0.536 2.911
C -1.893 0.009 2.094
O -2.968 -0.167 2.607
O -1.453 0.655 0.992
H 0.049 -0.836 2.150
H -0.821 -1.286 3.696
H -0.186 0.271 3.407
H -0.805 0.053 0.499
*
```

Computed properties:
M in g/mol: 133.2
Orbital gap in eV: 9.872
Highest occupied orbital energy in eV: -9.40


## two
2 unconnected molecules or ions with the total composition C4H11N3O2. Source: the Open Molecules 2025 dataset; level of theory: the ωB97M-V functional and the def2-TZVPD basis.

The geometry in ORCA input format:
```
! RIJCOSX wB97M-V def2-TZVPD def2/J DEFGRID3
* xyz 0 1
C 1.639 1.571 1.481
N 0.944 0.725 0.484
C 1.669 -0.109 -0.170
N 2.960 0.158 -0.597
N 1.090 -1.285 -0.651
H 0.839 1.979 2.080
H 2.135 2.345 0.857
H 2.338 0.979 2.071
H 3.538 -0.623 -0.855
H 3.525 0.959 -0.360
H 0.553 -1.188 -1.507
H 1.725 -2.067 -0.768
C -3.775 -0.617 -0.038
C -2.361 -0.500 -0.399
O -1.694 -1.437 -0.777
O -1.839 0.738 -0.476
H -3.794 -1.476 0.639
H -4.343 -1.081 -0.861
H -4.297 0.254 0.313
H -0.854 0.675 -0.465
*
```

Computed properties:
M in g/mol: 133.2
Orbital gap in eV: 9.341
Highest occupied orbital energy in eV: -8.62


## three
2 unconnected molecules or ions with the total composition C4H11N3O2. Source: the Open Molecules 2025 dataset; level of theory: the ωB97M-V functional and the def2-TZVPD basis.

The geometry in ORCA input format:
```
! RIJCOSX wB97M-V def2-TZVPD def2/J DEFGRID3
* xyz 0 1
H -0.566 -0.738 1.838
N -0.563 -0.094 0.941
C -1.527 0.333 0.291
N -1.373 1.524 -0.542
N -2.910 -0.064 0.281
C -3.241 -1.048 1.484
H -2.058 1.411 -1.428
H -0.490 1.972 -0.591
H -3.677 0.538 -0.055
H -2.770 -0.691 2.431
H -2.869 -2.111 1.238
H -4.373 -1.257 1.398
C 4.239 0.293 -1.198
C 2.912 -0.349 -0.827
O 2.498 -1.386 -1.331
O 2.125 0.363 -0.005
H 3.986 1.067 -2.027
H 4.879 -0.546 -1.557
H 4.731 0.687 -0.348
H 1.045 0.096 0.004
*
```

Computed properties:
M in g/mol: 133.2
Orbital gap in eV: 10.198
Highest occupied orbital energy in eV: -9.52


## four
2 unconnected molecules or ions with the total composition C4H11N3O2. Source: the Open Molecules 2025 dataset; level of theory: the ωB97M-V functional and the def2-TZVPD basis.

The geometry in ORCA input format:
```
! RIJCOSX wB97M-V def2-TZVPD def2/J DEFGRID3
* xyz 0 1
C 1.853 1.437 0.468
N 1.095 0.330 -0.056
C 1.555 -0.882 0.029
N 2.855 -1.150 0.368
N 0.690 -1.934 -0.130
H 2.922 1.262 0.596
H 1.491 1.700 1.466
H 1.734 2.365 -0.118
H 3.485 -0.464 0.731
H 3.105 -2.104 0.555
H -0.221 -1.593 0.125
H 0.624 -2.524 -0.941
C -3.668 0.483 -0.272
C -2.211 0.164 -0.645
O -1.873 -0.653 -1.477
O -1.399 0.912 0.085
H -3.705 1.565 -0.475
H -3.741 0.416 0.812
H -4.294 -0.144 -0.875
H -0.297 0.813 -0.248
*
```

Computed properties:
M in g/mol: 133.2
Orbital gap in eV: 10.036
Highest occupied orbital energy in eV: -9.31


Which one is most stable, and which one is least stable? four is the most stable of them, while three is the least stable.


## one
C3H5FO in the gas phase. Source: the Open Molecules 2025 dataset; level of theory: the ωB97M-V functional and the def2-TZVPD basis.

The geometry in ORCA input format:
```
! RIJCOSX wB97M-V def2-TZVPD def2/J DEFGRID3
* xyz 0 1
O -0.193 1.400 0.748
C -0.525 0.982 -0.618
C 0.281 -0.126 -1.044
C 0.495 -1.137 -0.285
F 0.091 -1.176 1.010
H -0.446 0.627 1.219
H -1.521 0.639 -0.699
H -0.325 1.925 -1.298
H 0.364 -0.153 -2.103
H 1.147 -1.967 -0.518
*
```

Computed properties:
M in g/mol: 76.1
Orbital gap in eV: 10.976
Highest occupied orbital energy in eV: -10.07


## two
2 unconnected molecules or ions with the total composition C3H5FO. Source: the Open Molecules 2025 dataset; level of theory: the ωB97M-V functional and the def2-TZVPD basis.

The geometry in ORCA input format:
```
! RIJCOSX wB97M-V def2-TZVPD def2/J DEFGRID3
* xyz 0 1
C -1.007 0.227 -0.175
C 0.064 1.006 0.439
C 0.428 -0.092 -0.431
O 1.242 -1.666 0.753
F 1.071 -0.307 -1.580
H -1.619 -0.577 0.250
H -1.576 0.805 -0.950
H 0.287 1.880 -0.030
H 0.451 1.046 1.484
H 0.659 -2.323 0.240
*
```

Computed properties:
M in g/mol: 76.1
Orbital gap in eV: 10.005
Highest occupied orbital energy in eV: -10.05


Which one is most stable, and which one is least stable? one is the most stable of them, while two is the least stable.


## one
2 unconnected molecules or ions with the total composition C3H5FO. Source: the Open Molecules 2025 dataset; level of theory: the ωB97M-V functional and the def2-TZVPD basis.

The geometry in ORCA input format:
```
! RIJCOSX wB97M-V def2-TZVPD def2/J DEFGRID3
* xyz 0 1
C -2.015 0.815 -0.268
C 0.732 -0.557 0.380
C 0.292 0.653 -0.288
O -2.591 -0.103 0.153
F 0.563 1.764 0.388
H -2.495 1.838 -0.681
H 0.000 -1.276 0.527
H 1.119 -0.150 1.278
H 1.551 -1.181 -0.130
H 0.420 0.680 -1.324
*
```

Computed properties:
M in g/mol: 76.1
Orbital gap (alpha / beta) in eV: 8.887 / 8.888
Highest occupied orbital energy (alpha / beta) in eV: -7.96 / -7.96


## two
A molecular structure, C3H5FO. Source: the Open Molecules 2025 dataset; level of theory: the ωB97M-V functional and the def2-TZVPD basis.

The geometry in ORCA input format:
```
! RIJCOSX wB97M-V def2-TZVPD def2/J DEFGRID3
* xyz 0 1
C 0.050 -0.645 -0.318
C 0.570 0.102 0.884
C -0.326 0.860 -0.733
H 0.909 -1.042 -1.055
H -0.389 0.522 1.523
H 1.575 -0.054 1.428
H -0.680 1.441 -1.877
H -1.447 0.687 0.060
O 0.689 1.410 -0.001
F -0.804 -1.637 0.104
*
```

Computed properties:
M in g/mol: 76.1
Orbital gap in eV: 10.788
Highest occupied orbital energy in eV: -9.73


Which one is most stable, and which one is least stable? one is the most stable of them, while two is the least stable.